# 1
C28H36CsN3O6 | wB97M-V/def2-TZVPD

```
74
Properties=species:S:1:pos:R:3:forces:R:3:lowdin_charge:R:1
Cs 1.559 -0.723 0.856 0.4 -0.2 0.3 1.20
C 5.589 -1.734 1.585 0.0 0.0 0.0 -0.09
O 4.456 -1.063 2.096 0.0 0.0 0.1 -0.28
C 4.245 -1.285 3.478 0.1 0.0 0.0 -0.21
C 3.547 -2.592 3.782 0.0 0.0 0.0 -0.20
O 2.193 -2.487 3.385 0.0 -0.1 0.1 -0.22
C 1.484 -3.718 3.437 0.0 0.0 0.1 -0.18
C 1.388 -4.367 2.077 -0.1 0.0 0.0 -0.22
O 0.464 -3.641 1.298 0.1 0.0 0.0 -0.27
C 0.371 -4.130 -0.031 -0.1 0.0 0.0 -0.10
H 6.499 -1.415 2.104 0.0 0.0 0.0 0.09
H 5.669 -1.475 0.532 0.0 0.0 0.0 0.10
H 5.497 -2.822 1.670 0.0 0.0 0.0 0.09
H 3.627 -0.461 3.839 0.0 0.0 0.0 0.13
H 5.201 -1.244 4.016 0.0 0.0 0.0 0.13
H 3.609 -2.792 4.860 0.0 0.0 0.0 0.13
H 4.042 -3.426 3.268 0.0 0.0 0.0 0.12
H 0.479 -3.499 3.803 0.0 0.0 -0.1 0.14
H 1.954 -4.400 4.153 0.0 0.0 0.0 0.13
H 1.056 -5.409 2.182 0.0 0.0 0.0 0.13
H 2.377 -4.375 1.593 0.0 0.0 0.0 0.13
H 0.055 -5.178 -0.034 0.0 0.0 0.0 0.09
H 1.327 -4.032 -0.557 0.0 0.0 0.0 0.08
H -0.367 -3.526 -0.554 0.0 0.0 0.0 0.10
C -3.794 0.242 -2.587 0.0 0.0 0.1 -0.06
O -3.424 0.193 -1.211 0.1 0.0 0.0 -0.10
C -3.770 1.319 -0.505 0.0 0.1 0.0 -0.25
C -4.876 1.290 0.324 0.0 0.1 0.0 0.00
C -5.224 2.413 1.065 -0.1 -0.1 0.0 -0.09
C -4.462 3.565 0.967 0.1 0.1 -0.1 -0.09
C -3.338 3.588 0.151 -0.1 0.0 0.1 -0.02
C -2.971 2.468 -0.580 0.2 -0.2 -0.3 -0.20
N -1.837 2.468 -1.429 -0.1 0.1 0.3 0.13
C -0.894 1.382 -1.282 0.1 -0.2 -0.2 -0.36
N -0.542 0.918 -2.492 -0.1 0.1 0.1 0.15
C 0.329 -0.134 -2.924 0.0 -0.1 -0.3 -0.23
C 1.207 -0.825 -2.103 0.0 0.1 0.1 -0.22
C 1.973 -1.805 -2.763 -0.1 0.0 -0.1 -0.22
C 1.881 -2.078 -4.118 0.0 0.0 0.0 -0.13
C 0.981 -1.364 -4.907 0.0 0.0 0.0 -0.06
C 0.202 -0.393 -4.306 0.0 0.0 0.1 -0.23
O -0.730 0.364 -4.993 0.0 0.0 0.0 -0.12
C -0.872 0.127 -6.375 0.0 0.0 0.0 -0.10
N -0.471 0.916 -0.162 -0.5 0.5 0.0 0.00
C -0.740 1.568 1.047 0.0 -0.2 -0.1 -0.31
C -1.341 0.853 2.080 -0.1 0.0 0.0 -0.06
C -1.534 1.410 3.338 0.0 0.0 -0.1 -0.09
C -1.089 2.694 3.592 0.0 0.0 0.1 -0.09
C -0.455 3.422 2.590 0.0 0.0 -0.1 -0.03
C -0.281 2.868 1.330 0.0 0.1 0.0 -0.23
O 0.306 3.532 0.284 0.0 0.0 0.0 -0.10
C 0.931 4.768 0.566 0.0 0.0 0.0 -0.08
H -3.307 -0.602 -3.069 0.0 0.0 0.0 0.09
H -3.458 1.172 -3.049 0.0 0.0 0.0 0.09
H -4.880 0.155 -2.687 0.0 0.0 0.0 0.09
H -5.454 0.377 0.375 0.0 0.0 0.0 0.12
H -6.088 2.389 1.715 0.0 0.0 0.0 0.10
H -4.725 4.445 1.539 0.0 0.0 0.0 0.10
H -2.717 4.475 0.102 0.0 0.0 0.0 0.11
H -1.344 3.352 -1.382 0.0 0.0 0.0 0.13
H -1.091 1.328 -3.230 0.0 0.0 0.0 0.12
H 2.696 -2.401 -2.199 0.0 0.0 0.0 0.06
H 2.503 -2.841 -4.577 0.0 0.0 0.0 0.09
H 0.897 -1.570 -5.965 0.0 0.0 0.0 0.09
H -1.638 0.814 -6.726 0.0 0.0 0.0 0.09
H -1.187 -0.902 -6.570 0.0 0.0 0.0 0.09
H 0.061 0.322 -6.910 0.0 0.0 0.0 0.09
H -1.686 -0.152 1.864 0.0 0.0 0.0 0.12
H -2.029 0.833 4.108 0.0 0.0 0.0 0.10
H -1.230 3.139 4.568 0.0 0.0 0.0 0.10
H -0.110 4.425 2.792 0.0 0.0 0.0 0.10
H 1.414 5.080 -0.357 0.0 0.0 0.0 0.10
H 1.683 4.660 1.353 0.0 0.0 0.0 0.10
H 0.204 5.528 0.868 0.0 0.0 0.0 0.09
```
Positions in Å, forces in eV/Å.

## Properties
Kohn-Sham gap = 5.97 eV
DFT total energy = -46919.7573 eV
LUMO energy = 0.05 eV
2S+1 = 1
Relative energy (zero: lowest compared OMol25 entry of this formula, charge and spin) = 0.0 kcal per mole
Net charge = 0


# 2
C28H36F2N3O12P | wB97M-V/def2-TZVPD

```
82
Properties=species:S:1:pos:R:3:forces:R:3:lowdin_charge:R:1
N -4.954 7.488 -0.322 -0.8 -0.7 -1.6 -0.22
P -6.018 6.234 0.344 -0.2 0.3 1.9 0.88
O -7.631 6.870 0.131 1.8 0.4 -0.9 -0.36
C -5.754 4.712 -0.768 -0.3 -2.6 -3.2 -0.26
C -6.606 4.646 -2.094 2.1 -3.2 0.1 0.03
C -6.463 3.421 -3.048 2.2 0.2 3.9 -0.15
O -7.207 3.250 -4.281 2.6 1.6 2.2 -0.09
N -7.767 1.980 -4.316 -2.8 -1.2 1.5 -0.02
O -8.531 1.829 -3.415 1.5 -0.2 -1.6 0.08
C -5.466 2.260 -2.629 -0.1 2.0 1.8 0.08
C -4.624 2.295 -1.327 -1.9 3.4 -0.5 -0.01
C -4.774 3.562 -0.380 -0.9 -0.7 -2.6 -0.03
C -3.884 3.538 0.974 -1.5 1.0 1.4 -0.25
O -4.377 4.037 2.020 2.3 -1.8 -3.6 0.01
C -2.432 2.830 0.913 1.7 -1.1 -0.5 0.03
C -1.226 3.361 1.742 0.1 -3.1 -2.1 -0.05
C -1.281 4.618 2.736 0.5 -0.9 0.0 -0.13
O -0.445 4.273 3.892 -1.1 -0.9 -0.1 -0.15
C -1.148 3.379 4.782 -0.8 0.2 1.1 -0.23
O -0.346 2.240 5.205 -1.1 0.7 -0.1 -0.15
C -0.975 1.664 6.393 -0.3 -0.3 0.2 -0.18
C -0.863 0.067 6.478 -0.4 0.3 0.3 -0.20
O -1.937 -0.595 5.729 0.9 1.1 0.1 -0.11
C 0.137 2.583 1.614 -3.2 -1.3 -2.4 0.04
C 0.237 1.344 0.663 -2.4 1.9 0.5 0.07
C -0.986 0.824 -0.198 0.6 3.7 3.5 -0.09
N -0.713 -0.331 -1.078 -2.0 -0.6 -1.6 0.07
C -0.890 -0.042 -2.510 -2.4 0.1 -3.8 -0.30
O -1.931 -0.134 -3.181 4.7 0.4 3.2 0.15
F 0.308 0.348 -3.219 -2.5 -0.9 2.6 0.04
C -1.353 -1.573 -0.638 -0.9 -2.8 5.4 -0.32
O -1.277 -1.937 0.569 -0.2 2.1 -5.9 0.11
F -2.093 -2.471 -1.481 2.3 3.1 0.9 0.06
C -2.334 1.575 -0.048 2.4 0.6 1.1 0.05
C -3.633 1.118 -0.839 -2.0 -1.3 -1.0 -0.24
O -3.995 -0.060 -1.087 2.1 4.0 1.1 0.08
H -4.345 7.049 -1.048 -0.5 0.5 0.7 0.03
H -5.518 8.184 -0.850 0.5 -0.5 0.4 0.03
H -7.595 7.862 0.197 0.0 -1.4 -0.1 0.05
H -7.338 5.490 -2.341 1.2 -1.4 0.4 0.11
H -5.388 1.350 -3.315 0.0 1.4 1.1 0.12
H -2.321 4.856 3.148 1.3 -0.3 -1.2 0.13
H -0.778 5.506 2.201 -0.9 -1.3 1.0 0.15
H -2.118 2.978 4.319 1.3 0.6 0.3 0.14
H -1.463 3.964 5.736 0.7 -0.7 -1.5 0.15
H -0.487 2.149 7.311 -0.8 -0.7 -1.2 0.14
H -2.105 1.920 6.346 1.7 -0.5 0.4 0.14
H 0.159 -0.361 6.186 -1.4 0.9 0.2 0.13
H -1.040 -0.221 7.578 0.2 0.5 -1.7 0.13
H -2.112 -0.109 4.893 0.5 -0.4 0.8 0.09
H 1.046 2.948 2.204 -1.6 -0.7 -1.0 0.12
H 1.267 0.826 0.616 -2.1 0.8 -0.1 0.12
C 3.597 -4.793 -3.359 -0.2 0.0 -0.2 -0.08
C 3.300 -4.300 -1.953 0.0 0.0 -0.1 -0.28
O 2.419 -3.186 -1.915 0.0 0.2 0.1 -0.15
C 1.121 -3.389 -2.457 0.0 -0.2 0.1 -0.27
C 0.327 -4.468 -1.741 0.1 -0.2 0.0 -0.08
H 3.967 -3.975 -3.984 0.0 -0.1 0.1 0.08
H 4.348 -5.586 -3.335 0.0 0.1 0.0 0.07
H 2.702 -5.194 -3.841 0.1 -0.1 0.0 0.07
H 4.236 -3.968 -1.495 -0.2 0.2 0.0 0.11
H 2.917 -5.110 -1.324 0.0 0.0 -0.1 0.11
H 1.184 -3.592 -3.530 0.0 0.0 0.0 0.11
H 0.591 -2.438 -2.353 0.3 0.0 0.0 0.09
H 0.782 -5.453 -1.868 -0.1 0.0 0.0 0.07
H -0.691 -4.517 -2.134 0.1 0.0 0.0 0.07
H 0.281 -4.266 -0.667 -0.1 0.0 -0.1 0.08
C 8.504 -3.616 -2.510 -0.2 0.0 0.0 -0.08
C 9.313 -4.474 -1.552 0.0 0.1 0.0 -0.28
O 9.031 -4.218 -0.183 0.1 0.0 0.1 -0.16
C 7.694 -4.449 0.241 0.0 -0.1 0.1 -0.28
C 7.244 -5.890 0.071 0.0 -0.1 -0.2 -0.08
H 8.625 -2.555 -2.274 0.1 -0.1 0.0 0.08
H 8.826 -3.788 -3.540 0.0 0.0 0.1 0.08
H 7.437 -3.844 -2.451 0.1 0.0 -0.1 0.06
H 10.374 -4.252 -1.695 -0.1 0.0 0.2 0.12
H 9.186 -5.539 -1.774 -0.1 0.0 0.0 0.11
H 7.011 -3.760 -0.265 -0.1 0.0 -0.1 0.10
H 7.660 -4.195 1.304 0.2 0.1 -0.1 0.12
H 7.200 -6.175 -0.983 -0.1 0.0 0.1 0.06
H 6.247 -6.031 0.497 0.1 0.0 0.0 0.08
H 7.939 -6.573 0.565 -0.1 0.1 0.0 0.08
```
Positions in Å, forces in eV/Å.

## Properties
Kohn-Sham gap = 6.72 eV
DFT total energy = -73367.4065 eV
LUMO energy = -1.85 eV
2S+1 = 1
SMILES = NP(O)c1cc(ON=O)cc2c1C(=O)c1c(COCOCCO)ccc(N(C(=O)F)C(=O)F)c1C2=O.CCOCC.CCOCC
Relative energy (zero: lowest compared OMol25 entry of this formula, charge and spin) = 286.6 kcal per mole
Net charge = 0


# 3
C28H36InP2Si | wB97M-V/def2-TZVPD

```
68
Properties=species:S:1:pos:R:3:forces:R:3:nbo_charge:R:1
C 0.913 2.804 2.878 0.5 -0.2 0.2 -0.27
C 1.307 2.630 1.536 0.1 -0.2 0.4 -0.43
C 0.192 3.062 0.701 -0.8 -0.3 0.3 -0.40
H 2.308 2.391 1.183 -0.2 0.2 0.1 0.25
C -0.875 3.436 1.595 0.5 0.0 0.7 -0.28
C -0.398 3.308 2.917 -0.3 0.2 -0.9 -0.26
H -0.935 3.598 3.818 0.1 -0.2 -0.3 0.23
H 1.549 2.638 3.756 -0.3 0.0 -0.5 0.23
H 0.235 3.308 -0.357 0.0 -0.1 0.2 0.27
H -1.853 3.825 1.332 0.3 -0.1 -0.2 0.24
In -0.056 0.676 0.718 -0.8 0.6 -0.2 0.94
C -4.109 -1.469 -0.823 1.5 0.0 -1.1 -0.85
H -4.046 -0.391 -1.017 0.2 -0.3 -0.3 0.21
H -3.110 -1.847 -0.494 -0.6 0.3 -0.6 0.20
H -4.490 -2.041 -1.707 0.3 0.6 0.9 0.23
Si -0.779 -0.367 -2.933 2.3 0.1 -4.6 0.93
C 0.993 -0.387 -3.937 0.7 0.4 1.0 -0.41
C 1.802 0.750 -3.795 0.2 0.2 0.2 -0.19
H 1.410 1.574 -3.180 0.4 -0.2 -0.3 0.19
C 3.072 0.861 -4.385 0.7 1.2 0.0 -0.24
H 3.677 1.806 -4.251 -0.9 -1.1 -0.1 0.22
C 3.631 -0.171 -5.145 -0.2 0.0 0.3 -0.21
H 4.659 -0.072 -5.587 -1.3 -0.2 0.5 0.23
C 2.848 -1.327 -5.303 0.1 0.2 -0.3 -0.21
H 3.305 -2.154 -5.877 -0.7 0.4 0.4 0.22
C 1.546 -1.403 -4.755 0.1 -0.2 0.4 -0.24
H 0.955 -2.295 -4.940 0.1 -0.1 0.0 0.21
C -1.614 0.651 -4.443 -1.0 0.0 0.6 -0.43
C -1.160 1.165 -5.692 0.2 0.5 0.1 -0.14
H -0.190 0.887 -6.117 -0.2 0.1 0.5 0.22
C -1.943 2.076 -6.453 0.1 -0.5 0.3 -0.23
H -1.592 2.533 -7.391 0.1 -0.6 0.5 0.23
C -3.214 2.438 -6.018 -0.4 0.1 0.4 -0.19
H -3.832 3.175 -6.580 0.6 -0.7 0.5 0.22
C -3.717 1.848 -4.848 -0.2 -0.1 -0.3 -0.22
H -4.715 2.124 -4.510 0.2 -0.2 -0.1 0.22
C -2.954 0.926 -4.125 -0.3 0.4 0.1 -0.23
H -3.397 0.377 -3.273 0.1 0.7 -0.3 0.20
H -0.994 -1.773 -3.378 -0.8 -0.3 1.0 -0.16
H -4.717 -1.541 0.024 -1.3 -0.5 1.1 0.22
C -1.978 -1.660 4.047 -0.2 -0.4 -0.3 -0.94
P -0.886 -0.226 3.739 0.5 0.3 0.2 0.85
C -1.413 0.870 5.097 -0.3 0.4 0.2 -0.95
C 0.740 -0.869 4.343 0.5 0.1 -0.8 -0.32
C 1.113 -0.827 5.682 -0.4 0.0 0.8 -0.14
C 2.365 -1.279 6.098 0.3 -0.4 -0.4 -0.19
C 3.258 -1.806 5.145 -0.4 0.3 0.1 -0.18
C 2.908 -1.868 3.787 -0.1 0.4 0.6 -0.18
C 1.667 -1.368 3.376 -0.6 0.1 0.8 -0.38
P 1.104 -1.413 1.653 0.3 -0.1 0.2 0.88
C 2.565 -1.354 0.615 0.5 -0.5 -0.1 -0.97
C 0.288 -3.032 1.412 -0.2 -0.2 -0.1 -0.95
H -2.829 -1.332 4.651 0.1 -0.2 -0.2 0.25
H -1.436 -2.455 4.569 -0.2 0.1 0.0 0.25
H -2.342 -2.041 3.088 -0.1 -0.1 0.2 0.24
H -2.055 0.308 5.785 0.2 0.2 0.0 0.24
H -0.583 1.310 5.662 -0.2 0.0 -0.3 0.25
H -2.010 1.679 4.660 0.1 -0.1 0.2 0.26
H 0.392 -0.468 6.450 0.7 -0.2 -0.7 0.22
H 2.635 -1.265 7.166 -0.1 0.1 -0.7 0.24
H 4.237 -2.148 5.469 -0.2 0.0 -0.1 0.24
H 3.613 -2.274 3.067 -0.1 0.1 0.1 0.22
H 3.170 -2.250 0.799 0.1 0.3 -0.3 0.25
H 2.259 -1.304 -0.437 0.1 -0.1 0.1 0.27
H 3.135 -0.448 0.850 0.0 -0.2 0.0 0.26
H 0.439 -3.668 2.296 0.0 0.3 -0.3 0.27
H -0.795 -2.907 1.249 0.4 0.0 0.0 0.26
H 0.727 -3.535 0.537 -0.2 0.2 0.2 0.27
```
Positions in Å, forces in eV/Å.

## Properties
Kohn-Sham gap (spin up / spin down) = 5.77 / 5.59 eV
DFT total energy = -61238.6962 eV
LUMO energy (spin up / spin down) = -4.82 / -4.71 eV
2S+1 = 1
Net charge = +1